Record 1
The ion C2H8N3 with charge +1 in a non-equilibrium geometry, computed with wB97M-V/def2-TZVPD.

Its net charge is +1. As for the LUMO energy: -4.08 eV. Its energy relative to the best compared isomer or geometry (same formula, charge and spin) is 2.842 eV. For the HOMO energy, the calculation gives -0.5422 Eh. The gap between HOMO and LUMO comes out at 10.67 eV.

Last column: Löwdin charge in e.
CARTESIAN COORDINATES (ANGSTROEM)
C (1.86570, -0.24743, -0.51449)  -0.053
N (0.63655, -0.35959, 0.26776)  -0.139
N (-0.14567, 0.78642, 0.49618)  0.004
C (-1.55529, 0.59804, 0.15352)  -0.033
N (-1.86234, -0.60091, -0.21394)  0.161
H (1.71882, -0.21360, -1.56081)  0.062
H (2.24081, 0.81818, -0.26692)  0.116
H (2.40496, -1.17449, -0.24385)  0.110
H (0.92566, -0.54727, 1.20169)  0.117
H (0.15262, 1.67678, 0.84451)  0.144
H (-2.32566, 1.44846, 0.32347)  0.192
H (-2.84489, -0.77012, -0.45297)  0.151
H (-1.21126, -1.41447, -0.03415)  0.168



Record 2
A cluster of 2 separate species, C7H19BNO6S in total in a non-equilibrium geometry, computed with wB97M-V/def2-TZVPD.

Its net charge is +1. As for the LUMO energy: -3.59 eV. For the HOMO energy, the calculation gives -0.4959 Eh. The gap between HOMO and LUMO comes out at 9.91 eV.

Last column: Löwdin charge in e.
CARTESIAN COORDINATES (ANGSTROEM)
O (2.50109, -1.55320, 0.50593)  0.063
B (2.01412, -2.91618, 0.14662)  -0.325
O (2.81069, -4.04819, 0.73961)  0.049
C (0.68893, -3.20505, -0.82796)  -0.116
C (-0.20700, -4.38674, -0.12020)  -0.109
O (-0.84534, -3.77170, 1.05327)  -0.175
C (-1.80453, -2.73232, 0.67782)  -0.149
C (-1.38309, -1.73104, -0.52379)  -0.091
N (-0.06552, -1.95690, -1.19847)  0.034
H (1.75093, -1.09532, 0.99419)  0.121
H (2.74914, -3.87363, 1.73773)  0.141
H (1.11108, -3.68001, -1.83866)  0.192
H (0.51933, -5.23246, 0.30516)  0.171
H (-0.94005, -4.91542, -0.86623)  0.154
H (-2.84493, -3.26125, 0.44782)  0.154
H (-1.99769, -2.08080, 1.65928)  0.160
H (-2.23104, -1.75954, -1.36159)  0.167
H (-1.39234, -0.61831, -0.09283)  0.151
H (-0.25817, -2.01937, -2.24378)  0.204
H (0.49835, -1.06004, -1.09134)  0.192
O (-0.09913, 2.74682, 2.01575)  -0.287
S (-0.79558, 3.14267, 0.80855)  0.620
O (-1.08912, 2.20115, -0.25054)  -0.322
O (-0.04487, 4.43839, 0.16528)  -0.258
C (1.34163, 4.34670, -0.12985)  -0.268
C (1.59046, 3.52126, -1.37867)  -0.077
C (-2.30556, 3.95381, 1.26519)  -0.115
H (1.89300, 3.94514, 0.72677)  0.119
H (1.70329, 5.36676, -0.29760)  0.131
H (1.31558, 2.47318, -1.22191)  0.055
H (2.64597, 3.55271, -1.65908)  0.085
H (0.98844, 3.89232, -2.21442)  0.089
H (-2.09231, 4.69585, 2.03663)  0.082
H (-2.99009, 3.19623, 1.65223)  0.079
H (-2.73568, 4.42449, 0.37916)  0.080



Record 3
A cluster of 2 separate species, C6H12NP in total in a non-equilibrium geometry, computed with wB97M-V/def2-TZVPD.

Its net charge is 0. As for the LUMO energy: 0.64 eV. Its energy relative to the best compared isomer or geometry (same formula, charge and spin) is 0.954 eV. For the HOMO energy, the calculation gives -0.3199 Eh. The gap between HOMO and LUMO comes out at 9.34 eV.

Last column: Löwdin charge in e.
CARTESIAN COORDINATES (ANGSTROEM)
C (-1.05978, 0.77444, -1.95303)  -0.033
C (-0.75235, 0.38941, -0.49544)  -0.420
C (-1.43528, -0.57338, 0.05415)  -0.035
C (-1.10704, -0.79512, 1.54538)  -0.171
C (-0.60766, 0.59572, 2.10491)  -0.168
C (0.41249, 1.22168, 1.19900)  -0.154
N (0.24021, 1.17934, -0.04967)  0.048
H (-1.28918, 1.79519, -1.89674)  0.060
H (-1.86335, 0.19045, -2.35868)  0.070
H (-0.23408, 0.65662, -2.58009)  0.033
H (-2.04684, -1.24447, -0.42944)  0.084
H (-0.25148, -1.47769, 1.52460)  0.098
H (-1.83393, -1.30297, 2.24531)  0.120
H (-0.08756, 0.38668, 3.15619)  0.139
H (-1.55579, 1.11281, 2.35169)  0.116
H (1.15032, 1.91974, 1.57813)  0.110
P (2.55829, -0.51579, -1.40598)  0.659
H (3.31220, 0.28641, -2.16272)  -0.230
H (3.68962, -1.18254, -0.79120)  -0.164
H (2.48222, 0.34752, -0.25866)  -0.162



Record 4
The molecule C3H3BrCl2 in a non-equilibrium geometry, computed with wB97M-V/def2-TZVPD.

Its net charge is 0. As for the LUMO energy: 0.46 eV. Its energy relative to the best compared isomer or geometry (same formula, charge and spin) is 0.000 eV. For the HOMO energy, the calculation gives -0.3547 Eh. The gap between HOMO and LUMO comes out at 10.11 eV.

Last column: Löwdin charge in e.
CARTESIAN COORDINATES (ANGSTROEM)
Cl (1.72648, 0.82425, 1.41313)  0.514
C (1.02769, 0.60082, -0.24589)  -0.564
C (0.05114, -0.55847, -0.08259)  -0.325
C (-1.29737, -0.50307, -0.01636)  -1.155
Cl (-2.32849, -1.85813, 0.36792)  0.582
Br (-2.29245, 1.04837, -0.45794)  0.704
H (2.03036, 0.39943, -0.73677)  0.079
H (0.45414, 1.51439, -0.52743)  0.045
H (0.62849, -1.46759, 0.28592)  0.121



Record 5
The molecule C3H9NO2 in a non-equilibrium geometry, computed with wB97M-V/def2-TZVPD.

Its net charge is 0. As for the LUMO energy: 0.86 eV. Its energy relative to the best compared isomer or geometry (same formula, charge and spin) is 1.446 eV. For the HOMO energy, the calculation gives -0.3430 Eh. The gap between HOMO and LUMO comes out at 10.19 eV.

Last column: Löwdin charge in e.
CARTESIAN COORDINATES (ANGSTROEM)
N (0.12388, -1.51225, 0.79109)  0.042
C (-0.22420, -0.38652, -0.05127)  -0.409
C (-0.41769, 0.94344, 0.74491)  -0.212
O (-1.31107, 0.70864, 1.82891)  -0.084
C (0.81215, -0.25836, -1.13896)  -0.257
O (0.43277, 0.82710, -1.96093)  -0.073
H (-0.48042, -1.49196, 1.60117)  0.066
H (1.07728, -1.36635, 1.13404)  0.080
H (-1.17203, -0.64456, -0.55112)  0.147
H (0.55858, 1.20820, 1.20650)  0.131
H (-0.75982, 1.77109, 0.09814)  0.121
H (-2.21218, 0.69794, 1.46778)  0.095
H (1.80325, -0.07331, -0.68191)  0.126
H (0.83669, -1.20333, -1.68238)  0.122
H (0.93281, 0.78025, -2.80597)  0.106



Record 6
A cluster of 6 separate species, C18H30O18 in total in a non-equilibrium geometry, computed with wB97M-V/def2-TZVPD.

Its net charge is 0. As for the LUMO energy: 0.19 eV. Its energy relative to the best compared isomer or geometry (same formula, charge and spin) is 0.333 eV. For the HOMO energy, the calculation gives -0.3739 Eh. The gap between HOMO and LUMO comes out at 10.36 eV.

Last column: Löwdin charge in e.
CARTESIAN COORDINATES (ANGSTROEM)
C (0.87360, -3.22939, -1.15101)  -0.023
O (1.93689, -2.62424, -0.38301)  -0.002
C (2.70171, -3.39348, 0.38846)  -0.593
O (2.74060, -4.66506, 0.45307)  0.061
O (3.48671, -2.57983, 0.99340)  0.031
C (4.69149, -3.15235, 1.57350)  -0.016
H (0.52285, -2.53456, -1.91408)  0.067
H (0.10563, -3.57073, -0.45688)  0.111
H (1.13227, -4.05196, -1.81777)  0.100
H (4.49433, -3.88821, 2.35308)  0.095
H (5.39109, -2.37905, 1.89078)  0.092
H (5.30852, -3.71849, 0.87575)  0.093
C (-0.55425, -0.14016, 3.06807)  -0.062
O (-0.56313, -0.43765, 1.70997)  -0.006
C (0.46892, -0.03454, 0.90413)  -0.474
O (1.60167, 0.41359, 1.18234)  0.089
O (0.02024, -0.28149, -0.37597)  -0.044
C (0.85211, 0.14231, -1.49443)  -0.048
H (0.12833, 0.64042, 3.40405)  0.100
H (-0.41216, -1.03086, 3.68009)  0.098
H (-1.55895, 0.20800, 3.30781)  0.068
H (1.51015, -0.60922, -1.93069)  0.070
H (1.57579, 0.92122, -1.25427)  0.090
H (0.18274, 0.55119, -2.25130)  0.079
C (1.75633, 0.29764, -5.52847)  -0.030
O (2.28561, 0.40693, -4.21081)  -0.032
C (3.57370, 0.73751, -3.99151)  -0.481
O (4.41156, 1.11192, -4.86934)  0.069
O (3.81042, 0.56827, -2.64493)  -0.037
C (5.15034, 0.79270, -2.19683)  -0.038
H (0.70984, 0.00324, -5.60778)  0.096
H (2.30931, -0.44074, -6.10909)  0.097
H (1.90235, 1.27184, -5.99506)  0.098
H (5.76997, -0.03821, -2.53408)  0.093
H (5.24502, 0.75788, -1.11151)  0.095
H (5.53075, 1.70003, -2.66601)  0.095
O (-0.60407, 2.85335, -1.81998)  0.132
C (-0.47201, 3.37748, -0.72681)  -0.506
O (-1.40407, 3.40659, 0.28403)  0.049
C (-0.92337, 4.11970, 1.43265)  -0.107
C (0.55932, 4.29167, 1.07254)  -0.119
O (0.54144, 4.17078, -0.33549)  0.063
H (-1.35658, 5.09665, 1.64714)  0.126
H (-1.07477, 3.49691, 2.31430)  0.125
H (1.12695, 3.47353, 1.51588)  0.125
H (0.93478, 5.25317, 1.42276)  0.133
O (-3.88270, 0.97988, 2.31778)  0.139
C (-4.21820, 0.88093, 3.48726)  -0.527
O (-3.53220, 1.29890, 4.58195)  0.059
C (-4.08845, 0.83222, 5.73704)  -0.170
C (-5.36510, 0.21560, 5.31218)  -0.137
O (-5.20881, 0.10182, 3.91995)  0.084
H (-3.49285, 0.05723, 6.21950)  0.141
H (-4.34537, 1.67499, 6.37878)  0.141
H (-6.26094, 0.80092, 5.51943)  0.134
H (-5.57451, -0.74993, 5.77262)  0.137
O (-4.50948, -2.70088, -3.96906)  0.087
C (-3.83468, -2.03324, -3.14249)  -0.573
O (-3.13592, -2.60706, -2.15764)  0.110
C (-2.42751, -1.67065, -1.54361)  -0.221
C (-3.04295, -0.39650, -1.94636)  -0.105
O (-3.71103, -0.78296, -3.09951)  0.150
H (-2.46321, -1.63844, -0.45467)  0.144
H (-1.39987, -1.81987, -1.87496)  0.108
H (-2.25632, 0.35288, -2.03429)  0.130
H (-3.66988, -0.06012, -1.12058)  0.146



Record 7
A cluster of 2 separate species, C3H10NS in total, computed with wB97M-V/def2-TZVPD.

Its net charge is -1. As for the LUMO energy: 4.41 eV. Its energy relative to the best compared isomer or geometry (same formula, charge and spin) is 0.688 eV. For the HOMO energy, the calculation gives -0.0878 Eh. The gap between HOMO and LUMO comes out at 6.80 eV.

Last column: Löwdin charge in e.
CARTESIAN COORDINATES (ANGSTROEM)
C (2.15316, 1.70294, 1.38763)  -0.265
C (0.80210, 1.08895, 1.04496)  -0.832
S (0.94836, -0.60698, 0.37242)  0.161
H (2.80534, 1.69358, 0.51254)  0.041
H (2.65228, 1.12565, 2.16851)  0.043
H (2.05351, 2.74162, 1.73441)  0.044
H (0.31183, 1.72894, 0.30485)  0.022
H (0.16629, 1.06829, 1.93365)  0.021
C (-2.14802, -1.56274, -1.00391)  -0.257
N (-1.15865, -1.65787, -2.07319)  -0.105
H (-1.79356, -1.11493, -0.07370)  0.006
H (-2.54723, -2.56037, -0.79887)  0.050
H (-2.99023, -0.97500, -1.38632)  0.053
H (-0.98763, -0.73048, -2.44168)  0.034
H (-0.26755, -1.94159, -1.68130)  -0.018



Among the records above, which one has the highest gap between HOMO and LUMO?
C2H8N3



Number 1 is which compound?
C2H8N3



Look up the gap between HOMO and LUMO of the seventh one.
6.80 eV



Among the records above, which one has the lowest net charge?
C3H10NS